Density functional theory data (the ωB97M-V functional and the def2-TZVPD basis) for a 2-piece molecular cluster, C23H42BN2 overall at a distorted geometry.

```
68
C23H42BN2, DFT the ωB97M-V functional and the def2-TZVPD basis
C -6.010 -0.061 0.467
C -7.044 -0.437 -0.601
C -6.385 -0.596 -1.986
C -6.874 -1.795 -2.801
C -6.654 -3.152 -2.155
C -5.189 -3.647 -2.235
C -4.508 -3.636 -0.868
C -2.968 -3.577 -0.917
C -2.419 -2.355 -0.168
C -0.924 -2.505 0.148
C -0.225 -1.136 0.337
C 0.259 -0.889 1.787
C 1.788 -1.065 1.865
C 2.526 0.154 1.290
C 3.766 0.542 2.116
C 4.726 1.474 1.378
B 5.726 2.196 2.470
C 6.827 3.165 1.799
C 7.530 2.841 0.658
C 8.488 3.640 0.104
N 8.836 4.820 0.631
C 8.150 5.149 1.718
C 7.180 4.397 2.325
H -5.712 0.979 0.353
H -5.112 -0.665 0.383
H -6.434 -0.184 1.460
H -7.589 -1.329 -0.305
H -7.774 0.369 -0.628
H -5.303 -0.617 -1.872
H -6.619 0.300 -2.559
H -7.943 -1.656 -2.978
H -6.397 -1.756 -3.781
H -6.926 -3.127 -1.102
H -7.300 -3.898 -2.611
H -4.615 -3.075 -2.962
H -5.221 -4.668 -2.613
H -4.851 -2.737 -0.357
H -4.871 -4.463 -0.264
H -2.579 -4.453 -0.396
H -2.588 -3.614 -1.935
H -2.591 -1.472 -0.784
H -2.995 -2.259 0.751
H -0.841 -3.060 1.079
H -0.477 -3.097 -0.649
H 0.605 -1.012 -0.350
H -0.958 -0.370 0.093
H -0.239 -1.585 2.457
H 0.003 0.136 2.040
H 2.021 -1.940 1.259
H 2.054 -1.244 2.906
H 2.866 -0.091 0.288
H 1.862 1.014 1.220
H 4.282 -0.367 2.428
H 3.419 1.028 3.030
H 4.145 2.234 0.852
H 5.277 0.836 0.685
H 6.346 1.294 3.041
H 5.072 2.774 3.330
H 7.309 1.897 0.173
H 9.014 3.305 -0.782
H 8.404 6.108 2.175
H 6.681 4.749 3.213
C 3.383 4.173 -2.410
C 3.168 2.794 -1.990
N 3.033 1.700 -1.644
H 4.404 4.471 -2.178
H 3.217 4.265 -3.482
H 2.694 4.831 -1.884
```

## Properties
**Charge**: -1
**Gap between HOMO and LUMO**: 7.03 eV

---

Density functional theory data (the ωB97M-V functional and the def2-TZVPD basis) for C34H57FeN3O2Si as an isolated structure at a distorted geometry.

```
98
C34H57FeN3O2Si, DFT the ωB97M-V functional and the def2-TZVPD basis
O 0.773 -1.556 0.702
O 0.837 -0.308 -4.404
C 2.247 -1.782 0.505
C 2.746 -2.924 1.346
H 2.711 -0.823 0.783
H 2.362 -1.969 -0.572
H 2.513 -2.780 2.405
H 3.830 -2.972 1.251
H 2.337 -3.883 1.012
C -0.045 -2.726 0.419
C 0.108 -3.241 -1.000
H -1.087 -2.418 0.613
H 0.242 -3.497 1.151
H -0.225 -2.493 -1.737
H -0.545 -4.118 -1.095
H 1.140 -3.551 -1.221
C -0.222 0.289 -5.159
C 1.797 -1.076 -5.130
C -1.534 -0.476 -5.024
H 0.057 0.352 -6.221
H -0.343 1.299 -4.741
H -1.443 -1.507 -5.409
H -2.313 0.034 -5.610
H -1.863 -0.502 -3.971
C 1.209 -2.235 -5.921
H 2.493 -1.458 -4.371
H 2.331 -0.399 -5.813
H 0.624 -2.916 -5.286
H 2.030 -2.818 -6.351
H 0.586 -1.886 -6.758
H 1.520 1.459 -2.680
N -0.892 -1.134 3.456
C -1.500 -0.294 4.359
C -2.446 0.727 3.992
C -2.334 1.633 2.944
C -1.861 -0.903 5.707
H -1.021 -1.446 6.172
H -2.695 -1.629 5.550
H -2.130 -0.040 6.336
C -3.241 2.812 2.781
H -3.915 2.780 1.906
H -2.692 3.766 2.772
H -3.875 2.794 3.662
N -1.554 1.308 1.913
C -0.615 -2.462 3.723
C 0.582 -2.823 4.412
C 1.618 -1.886 4.931
C 0.845 -4.174 4.507
H 1.794 -4.464 4.948
C -0.040 -5.149 4.054
H 0.204 -6.190 4.181
C -1.268 -4.785 3.522
H -1.998 -5.513 3.196
C -1.577 -3.444 3.375
C -2.882 -3.014 2.746
C -1.731 1.856 0.600
C -1.171 3.119 0.280
C -0.240 3.821 1.222
C -1.532 3.746 -0.925
H -1.097 4.735 -1.164
C -2.392 3.093 -1.827
H -2.639 3.578 -2.786
C -2.966 1.851 -1.513
H -3.661 1.336 -2.205
C -2.649 1.235 -0.293
C -3.299 -0.064 0.073
Fe -0.152 -0.034 1.999
H 2.506 -1.846 4.286
H 2.029 -2.332 5.857
H 1.310 -0.854 5.134
H -2.909 -1.967 2.378
H -3.736 -3.131 3.438
H -3.146 -3.660 1.892
H 0.288 4.611 0.675
H 0.504 3.141 1.654
H -0.757 4.312 2.059
H -3.751 -0.050 1.074
H -2.586 -0.900 0.051
H -4.093 -0.301 -0.642
H -3.275 0.907 4.670
C 1.495 2.547 -2.431
Si 2.953 3.508 -3.155
H 0.555 2.950 -2.847
H 1.458 2.667 -1.331
C 4.458 2.370 -3.120
C 3.347 5.084 -2.186
C 2.568 3.988 -4.945
H 3.380 4.609 -5.362
H 1.626 4.560 -5.000
H 2.464 3.081 -5.565
H 4.791 2.215 -2.080
H 5.291 2.801 -3.699
H 4.189 1.392 -3.554
H 3.362 4.884 -1.102
H 2.596 5.867 -2.386
H 4.338 5.473 -2.477
N 0.271 1.060 4.757
C 0.623 1.152 3.639
```

## Properties
**Charge**: +1
**Spin multiplicity**: 6
**ΔE to the lowest compared entry with this formula, charge and spin**: 0.0 kcal per mole
**Gap between HOMO and LUMO (alpha / beta)**: 8.43 / 6.64 eV
**Expectation value of S²**: 8.809

---

Density functional theory data (the ωB97M-V functional and the def2-TZVPD basis) for C45H65AsBN8P2SY as an isolated structure at a distorted geometry.

```
124
C45H65AsBN8P2SY, DFT the ωB97M-V functional and the def2-TZVPD basis
Y 0.187 -0.306 0.019
C -3.902 0.881 2.014
C -2.886 0.480 1.156
N -1.618 0.417 1.569
C -1.373 0.753 2.840
C -2.398 1.190 3.665
N -3.663 1.253 3.263
C 0.023 0.580 3.320
C 0.416 0.930 4.598
C 1.738 0.753 4.987
C 2.608 0.204 4.051
C 2.146 -0.125 2.791
N 0.872 0.069 2.421
C 3.066 -0.682 1.755
C 4.339 -1.162 2.048
N 5.182 -1.575 1.110
C 4.752 -1.525 -0.148
C 3.472 -1.100 -0.457
N 2.633 -0.686 0.494
C 2.208 1.144 6.343
C 1.336 1.161 7.423
C 1.816 1.538 8.667
N 3.079 1.894 8.894
C 3.908 1.877 7.853
C 3.527 1.510 6.570
H -4.928 0.908 1.667
H -3.097 0.220 0.129
H -2.204 1.495 4.684
H -0.287 1.376 5.284
H 3.640 0.030 4.316
H 4.678 -1.231 3.073
H 5.436 -1.837 -0.927
H 3.120 -1.102 -1.483
H 0.303 0.851 7.331
H 1.150 1.548 9.522
H 4.933 2.172 8.049
H 4.260 1.555 5.775
C -0.983 -2.572 -5.423
C -0.030 -1.863 -4.448
C 1.399 -2.382 -4.667
C -0.023 -0.371 -4.754
P -0.448 -2.033 -2.634
C -2.240 -1.473 -2.582
N -2.311 -0.047 -2.287
B -1.434 0.653 -1.377
N -1.800 2.038 -1.504
C -1.073 3.119 -0.845
P 0.759 2.761 -0.976
C 1.585 3.687 0.419
C 1.743 5.200 0.260
C 0.761 3.432 1.681
C 2.977 3.069 0.621
C 1.122 3.589 -2.615
C 0.181 2.969 -3.647
C 2.573 3.271 -2.997
C 0.912 5.112 -2.672
C -2.822 2.165 -2.449
C -3.505 3.280 -2.904
C -4.487 3.102 -3.875
C -4.791 1.834 -4.364
C -4.123 0.708 -3.893
C -3.132 0.883 -2.941
C -0.419 -3.841 -2.181
C -0.743 -4.840 -3.296
C 0.995 -4.126 -1.647
C -1.414 -4.082 -1.054
H -0.885 -2.085 -6.396
H -2.036 -2.512 -5.151
H -0.736 -3.621 -5.563
H 1.691 -2.194 -5.703
H 1.492 -3.454 -4.495
H 2.119 -1.866 -4.025
H 0.376 -0.222 -5.761
H 0.634 0.143 -4.059
H -1.013 0.085 -4.714
H -2.776 -2.068 -1.841
H -2.727 -1.660 -3.538
H -1.358 3.210 0.204
H -1.318 4.069 -1.321
H 0.804 5.704 0.029
H 2.469 5.460 -0.508
H 2.111 5.614 1.203
H -0.122 4.070 1.737
H 1.373 3.631 2.566
H 0.425 2.400 1.758
H 3.625 3.186 -0.248
H 2.915 2.002 0.844
H 3.467 3.564 1.464
H 0.089 1.899 -3.525
H 0.572 3.179 -4.646
H -0.821 3.392 -3.594
H 2.739 2.193 -3.088
H 3.292 3.672 -2.282
H 2.797 3.724 -3.966
H 0.058 5.473 -2.099
H 0.727 5.381 -3.714
H 1.787 5.670 -2.348
H -3.287 4.269 -2.518
H -5.029 3.960 -4.246
H -5.565 1.720 -5.111
H -4.378 -0.279 -4.261
H 0.016 -4.866 -4.076
H -1.707 -4.644 -3.765
H -0.789 -5.842 -2.861
H 1.776 -3.881 -2.367
H 1.084 -5.189 -1.406
H 1.201 -3.568 -0.727
H -2.434 -4.188 -1.429
H -1.426 -3.314 -0.277
H -1.139 -5.015 -0.551
C -3.211 -4.696 1.634
As -1.721 -4.241 2.738
C -0.555 -5.748 2.719
C -2.427 -4.114 4.503
S -0.737 -2.432 2.259
H -3.842 -5.413 2.157
H -2.853 -5.135 0.709
H -3.775 -3.789 1.425
H -1.079 -6.627 3.091
H 0.301 -5.527 3.353
H -0.225 -5.916 1.696
H -2.876 -5.068 4.777
H -3.176 -3.326 4.518
H -1.614 -3.871 5.183
```

## Properties
**Charge**: +2
**ΔE to the lowest compared entry with this formula, charge and spin**: 22.4 kcal per mole
**Gap between HOMO and LUMO**: 5.83 eV